Below is a cluster of 4 separate species, CH8O5 in total, with properties calculated with ωB97M-V/def2-TZVPD.

XYZ file:
```
14
CH8O5 ωB97M-V/def2-TZVPD
O 0.599 2.081 -0.040
O 1.348 0.649 1.458
O 1.038 -0.181 -1.606
O -2.218 -0.683 -1.610
O -0.748 -1.172 1.431
C 1.071 1.859 1.069
H 0.843 0.711 -1.283
H -1.658 -1.400 1.149
H 1.258 2.635 1.828
H -2.607 -1.567 -1.502
H -1.270 -0.724 -1.762
H 1.996 -0.275 -1.718
H 0.577 0.008 1.451
H -0.227 -1.940 1.136
```

## Properties
Spin multiplicity   2
Frontier orbital gap (spin up / spin down)   9.114 / 3.803 eV
HOMO energy (spin up / spin down)   -14.70 / -14.70 eV
Calculated total energy   -11393.3933 eV
Expectation value of S²   0.7592
Charge   +1

=====

Below is a structure of composition CH9LiO4, with properties calculated with ωB97M-V/def2-TZVPD.

XYZ file:
```
15
CH9LiO4 ωB97M-V/def2-TZVPD
O -1.816 -1.129 -0.005
O 1.559 0.622 0.421
O 0.662 -1.017 -2.113
O -1.035 1.827 -0.731
C 1.370 0.325 1.801
Li -0.150 -0.123 -0.257
H 1.102 1.253 2.344
H -1.516 2.019 0.012
H 0.319 -1.655 -2.530
H -0.229 2.270 -0.907
H 0.466 -0.231 2.058
H -2.471 -0.893 0.669
H 1.509 -1.095 -2.512
H -1.953 -2.037 -0.383
H 2.183 -0.136 2.133
```

## Properties
Frontier orbital gap   6.118 eV
HOMO energy   -6.47 eV
Calculated total energy   -9577.0550 eV
Charge   0

=====

Below is a cluster of 2 separate species, CH9N2O in total, with properties calculated with ωB97M-V/def2-TZVPD.

XYZ file:
```
13
CH9N2O ωB97M-V/def2-TZVPD
O 1.502 -2.019 -0.251
N -0.280 -0.640 0.280
N -1.008 1.892 0.425
C 0.912 -0.800 -0.579
H -1.825 1.700 1.014
H -0.661 0.401 0.352
H 2.003 -2.285 -1.020
H 0.510 -0.846 -1.596
H -0.331 2.353 1.017
H -1.368 2.472 -0.326
H -0.985 -1.284 -0.047
H 1.582 0.051 -0.479
H -0.050 -0.995 1.208
```

## Properties
Frontier orbital gap   12.277 eV
HOMO energy   -15.58 eV
Calculated total energy   -6204.2883 eV
Charge   +1

=====

Below is the ion CH9N2P2 with charge +1, with properties calculated with ωB97M-V/def2-TZVPD.

XYZ file:
```
14
CH9N2P2 ωB97M-V/def2-TZVPD
P 2.212 -0.662 -0.112
P 0.418 1.851 -0.056
N 0.706 0.183 -0.292
N -1.893 -0.035 -0.397
C -0.720 -0.662 0.189
H 0.883 1.992 1.269
H 2.137 -1.491 1.073
H 2.039 -1.840 -0.875
H -1.416 0.981 -0.298
H 1.606 2.355 -0.767
H -0.863 -0.561 1.259
H -2.740 -0.315 0.224
H -0.417 -1.720 0.198
H -1.954 -0.078 -1.416
```

## Properties
Structure (SMILES)   [NH3+]CN(P)P
Frontier orbital gap   9.575 eV
HOMO energy   -13.38 eV
Calculated total energy   -22731.2139 eV
Charge   +1

=====

Below is a cluster of 2 separate species, CH9N2P2 in total, with properties calculated with ωB97M-V/def2-TZVPD.

XYZ file:
```
14
CH9N2P2 ωB97M-V/def2-TZVPD
P 2.686 0.589 -0.571
P 0.984 -0.235 0.198
N -0.699 2.152 0.173
N -0.419 -2.206 -0.233
C -0.730 0.750 0.435
H -1.370 -2.208 -0.057
H -0.106 2.625 0.808
H 1.859 1.468 -1.498
H -0.799 2.405 -0.844
H -1.064 0.627 1.465
H -0.047 -3.033 0.198
H -0.179 -2.387 -1.218
H 1.283 -0.743 1.396
H -1.398 0.196 -0.250
```

## Properties
Frontier orbital gap   7.967 eV
HOMO energy   -13.46 eV
Calculated total energy   -22732.0701 eV
Charge   +1

=====

Below is a cluster of 2 separate species, CH9N3 in total, with properties calculated with ωB97M-V/def2-TZVPD.

XYZ file:
```
13
CH9N3 ωB97M-V/def2-TZVPD
N 0.114 -2.864 0.869
N -0.335 0.605 0.767
N -0.248 1.560 -1.459
C 0.502 1.097 -0.320
H 1.202 0.279 -0.559
H 0.382 1.797 -2.203
H 0.128 -2.258 1.694
H -0.054 -2.182 0.120
H -0.830 -3.230 0.955
H -0.958 0.906 -1.720
H 0.213 -0.142 1.165
H 1.193 1.845 -0.008
H -0.522 1.306 1.468
```

## Properties
Structure (SMILES)   NCN.N
Frontier orbital gap   10.130 eV
HOMO energy   -9.21 eV
Calculated total energy   -5652.8928 eV
Charge   0